A structure of composition C19H17NO4S in a non-equilibrium geometry, computed with ωB97M-V/def2-TZVPD.

Geometry as XYZ:
```
42
Properties=species:S:1:pos:R:3:nbo_charge:R:1
O 1.414 1.981 -3.921 -0.6316
C 1.109 1.735 -2.709 0.6294
N 1.898 0.820 -1.943 -0.5846
H 1.675 0.715 -1.114 0.3901
C 2.861 0.177 -2.803 -0.2023
C 2.855 -1.311 -2.534 -0.0508
C 1.673 -1.748 -2.358 -0.2081
C 1.254 -3.347 -2.227 -0.1649
C 2.378 -4.208 -2.232 -0.2354
C 3.649 -3.588 -2.310 -0.2482
C 3.979 -2.454 -2.438 -0.1443
H 4.892 -2.028 -2.699 0.2023
H 4.399 -4.180 -2.427 0.2025
H 2.295 -5.258 -1.953 0.2117
H 0.234 -3.699 -2.107 0.2120
H 0.800 -1.184 -2.333 0.1994
H 3.987 0.529 -2.263 0.1475
H 3.112 0.396 -3.754 0.2572
C 0.009 2.178 -1.955 0.1222
C -0.883 3.003 -2.381 -0.2281
C -1.824 3.151 -1.359 -0.2550
C -0.890 2.549 -0.228 0.2854
C -1.347 2.232 1.228 -0.7363
H -0.497 2.718 1.912 0.2789
H -2.566 2.372 1.366 0.2816
S -1.368 0.454 1.369 2.1515
O -2.194 0.062 0.213 -0.9067
O 0.063 -0.057 1.407 -0.9400
C -1.922 0.204 2.890 -0.4841
C -3.391 0.041 3.045 -0.0995
C -4.007 -0.354 4.267 -0.2364
C -3.269 -0.301 5.275 -0.1427
C -1.809 -0.120 5.319 -0.2032
C -1.270 0.210 3.949 -0.1309
H -0.165 0.284 3.855 0.2457
H -1.148 -0.288 6.282 0.2521
H -3.780 -0.500 6.278 0.2058
H -4.848 -0.284 4.471 0.1893
H -3.969 -0.051 2.104 0.2320
O 0.207 1.945 -0.705 -0.3654
H -2.664 3.857 -1.091 0.2472
H -0.932 3.344 -3.387 0.2548
```

* energy relative to the best compared isomer or geometry (same formula, charge and spin): 369.01 kcal per mole
* orbital gap: 7.8949 eV
* net charge: 0

---

A structure of composition C17H14N4OPdS2Te in a non-equilibrium geometry, computed with ωB97M-V/def2-TZVPD.

Geometry as XYZ:
```
40
Properties=species:S:1:pos:R:3:nbo_charge:R:1
Pd -0.826 1.983 0.337 0.3972
S -3.009 2.001 -0.638 -0.0995
C -3.464 0.417 -0.122 -0.2095
C -4.447 -0.253 -0.857 -0.1784
C -4.935 -1.483 -0.460 -0.1594
C -5.881 -2.131 -1.283 0.2671
N -6.618 -2.621 -2.012 -0.2885
C -4.467 -2.063 0.747 -0.0956
C -3.477 -1.424 1.473 -0.1826
C -2.930 -0.211 1.039 -0.2108
S -1.654 0.473 1.980 -0.0459
C -5.048 -3.271 1.186 0.2658
N -5.566 -4.235 1.530 -0.2881
H -4.822 0.206 -1.759 0.2331
H -3.094 -1.860 2.385 0.2337
C 1.821 0.387 0.095 -0.6464
Te 1.708 2.532 0.510 0.6568
C 2.747 1.829 2.284 -0.6522
C 3.602 0.707 1.783 -0.0855
C 4.838 0.412 2.335 -0.1884
C 5.594 -0.629 1.822 -0.2071
C 5.099 -1.397 0.783 -0.2035
C 3.857 -1.117 0.235 -0.2272
C 3.120 -0.042 0.707 0.0356
H 1.783 0.204 -0.978 0.2351
H 0.965 -0.130 0.564 0.2472
H 2.018 1.469 3.014 0.2408
H 3.335 2.611 2.755 0.2350
H 5.214 1.000 3.160 0.2124
H 6.574 -0.830 2.230 0.2169
H 5.687 -2.207 0.377 0.2166
H 3.466 -1.728 -0.567 0.2126
N -0.600 0.565 -2.408 -0.8292
C 0.000 1.735 -2.741 0.7992
N 0.287 1.943 -4.041 -0.8144
O 0.313 2.556 -1.873 -0.7247
H -1.073 0.009 -3.099 0.4000
H -0.967 0.540 -1.443 0.4140
H 0.056 1.282 -4.759 0.4011
H 0.794 2.774 -4.291 0.4168
```

* energy relative to the best compared isomer or geometry (same formula, charge and spin): 27.00 kcal per mole
* orbital gap: 5.8538 eV
* net charge: 0

---

A cluster of 2 separate species, C4H8ClNO2 in total in a non-equilibrium geometry, computed with ωB97M-V/def2-TZVPD.

Geometry as XYZ:
```
16
Properties=species:S:1:pos:R:3:nbo_charge:R:1
C -0.562 -1.205 0.835 0.6982
C -1.321 1.320 -1.023 -0.6886
C -0.067 1.324 -0.241 -0.2210
C 0.546 -0.887 -0.085 -0.0034
N 1.838 -0.845 0.459 -0.8662
O -0.246 -0.989 2.129 -0.6812
O -1.662 -1.547 0.494 -0.5730
Cl 0.356 -1.467 -1.726 -0.0138
H -1.166 0.887 -2.009 0.2287
H -2.105 0.768 -0.508 0.2425
H -1.665 2.348 -1.161 0.2313
H -0.131 1.545 0.810 0.1958
H 0.832 1.650 -0.737 0.1896
H 2.167 -1.763 0.751 0.3743
H 2.512 -0.451 -0.185 0.3886
H 0.673 -0.687 2.196 0.4981
```

* energy relative to the best compared isomer or geometry (same formula, charge and spin): 31.41 kcal per mole
* orbital gap: 8.9830 eV
* net charge: 0

---

A cluster of 2 separate species, C7H17N in total in a non-equilibrium geometry, computed with ωB97M-V/def2-TZVPD.

Geometry as XYZ:
```
25
Properties=species:S:1:pos:R:3:nbo_charge:R:1
C -0.972 -2.751 0.792 -0.6032
C 0.318 -2.349 1.507 -0.2585
C 1.928 -0.662 1.329 -0.0520
N 0.927 -1.213 0.806 -0.3929
H -1.454 -3.542 1.365 0.2060
H -1.631 -1.884 0.749 0.2086
H -0.756 -3.037 -0.235 0.2117
H 1.027 -3.179 1.537 0.1899
H 0.100 -2.049 2.535 0.1857
H 2.433 -0.997 2.243 0.1389
H 2.313 0.250 0.876 0.1676
C 0.307 0.550 -2.434 -0.6026
C -0.413 1.733 -1.836 -0.3955
C -0.626 1.600 -0.324 -0.3822
C -1.184 2.879 0.299 -0.6027
H 1.334 0.436 -2.077 0.2016
H 0.442 0.618 -3.522 0.2024
H -0.220 -0.389 -2.267 0.2079
H -1.422 1.805 -2.262 0.1896
H 0.087 2.679 -2.055 0.1924
H 0.334 1.381 0.148 0.1903
H -1.285 0.758 -0.112 0.1958
H -0.467 3.698 0.258 0.1996
H -1.461 2.708 1.338 0.2048
H -2.097 3.159 -0.235 0.1968
```

* energy relative to the best compared isomer or geometry (same formula, charge and spin): 28.97 kcal per mole
* orbital gap: 10.7012 eV
* net charge: 0

---

An isolated molecule of C5H5NO in a non-equilibrium geometry, computed with ωB97M-V/def2-TZVPD.

Geometry as XYZ:
```
12
Properties=species:S:1:pos:R:3:nbo_charge:R:1
O -0.906 0.445 1.550 -0.5141
C -0.729 -0.018 0.433 0.4890
C -1.894 -0.355 -0.396 -0.1305
C -2.906 -0.565 -1.018 -0.1315
C 0.649 -0.375 -0.036 -0.2120
C 1.816 0.555 -0.068 -0.2240
N 1.643 -0.258 1.100 -0.5395
H -3.815 -0.744 -1.559 0.2419
H 0.658 -1.105 -0.879 0.2316
H 1.639 1.628 -0.071 0.2046
H 2.632 0.137 -0.649 0.2041
H 1.218 0.361 1.815 0.3805
```

* energy relative to the best compared isomer or geometry (same formula, charge and spin): 83.60 kcal per mole
* orbital gap: 9.8159 eV
* net charge: 0

---

A cluster of 7 separate species, C26H49FN3O9PS8 in total in a non-equilibrium geometry, computed with ωB97M-V/def2-TZVPD.

Geometry as XYZ:
```
97
Properties=species:S:1:pos:R:3:mulliken_charge:R:1
C 0.434 0.421 0.625 -0.4772
C -0.071 -0.882 1.239 0.3692
O -1.155 -1.304 0.912 -0.6556
N 0.781 -1.488 2.218 1.1247
C 0.062 -2.285 3.233 -1.0609
C 1.925 -2.127 1.657 -0.9834
C 1.937 -3.274 0.853 0.9836
P 0.372 -4.118 0.349 0.3635
S -0.434 -5.295 1.695 -0.4407
C 3.142 -3.805 0.388 -0.4461
C 4.319 -3.204 0.692 -0.4632
C 4.310 -2.053 1.474 1.4908
C 3.156 -1.533 1.964 -0.2174
N 3.223 -0.359 2.811 -0.4261
C 3.670 0.613 2.220 0.4308
S 3.845 1.951 1.429 -0.3412
C 5.764 -1.611 1.629 -0.0117
O 6.205 -0.792 2.385 -0.4978
N 6.475 -2.368 0.658 -0.0674
C 6.675 -1.578 -0.582 0.5120
C 7.560 -0.342 -0.375 -1.2398
F 7.233 -2.349 -1.560 -0.3387
C 5.743 -3.569 0.322 -0.0274
O 6.213 -4.584 -0.099 -0.5227
H 0.067 1.221 1.275 0.1095
H 1.524 0.411 0.690 -0.0186
H 0.082 0.520 -0.411 0.3639
H 0.261 -1.807 4.202 0.2165
H 0.451 -3.296 3.336 0.4195
H -1.019 -2.300 3.116 0.3762
H 0.778 -4.951 -0.722 0.0897
H -0.550 -3.216 -0.214 0.0546
H 3.156 -4.683 -0.248 0.1468
H 5.673 -1.249 -0.904 0.2935
H 8.482 -0.488 -0.943 0.4064
H 7.841 -0.175 0.663 0.3435
H 7.051 0.516 -0.818 0.2695
C -1.054 3.978 -3.158 -0.7312
S 0.290 2.848 -2.802 0.4077
O -0.049 2.141 -1.530 -0.5888
C 1.505 4.112 -2.404 -0.9823
H -1.940 3.391 -3.397 0.0094
H -1.254 4.601 -2.286 0.3750
H -0.794 4.597 -4.015 0.4126
H 1.143 4.726 -1.580 0.2980
H 1.687 4.727 -3.285 0.3884
H 2.428 3.615 -2.111 0.3098
C -3.952 3.735 -6.457 -0.6499
S -2.326 4.262 -6.995 0.5042
O -1.770 5.130 -5.917 -0.6334
C -2.882 5.349 -8.316 -0.9913
H -3.820 3.073 -5.597 0.1079
H -4.545 4.603 -6.164 0.3419
H -4.447 3.194 -7.263 0.3613
H -3.541 6.117 -7.910 0.3041
H -3.404 4.762 -9.072 0.3677
H -2.007 5.819 -8.763 0.3281
C -6.295 0.336 -2.887 -1.0256
S -4.597 0.810 -3.236 0.5921
O -4.619 1.640 -4.478 -0.6569
C -4.029 -0.829 -3.702 -0.9815
H -6.847 1.232 -2.611 0.3171
H -6.744 -0.112 -3.774 0.3029
H -6.309 -0.370 -2.056 0.3861
H -4.622 -1.203 -4.537 0.3394
H -4.114 -1.497 -2.845 0.3795
H -2.985 -0.753 -4.000 0.3008
C -2.829 1.670 3.985 -1.0842
S -1.514 0.519 4.401 0.6745
O -1.896 -0.154 5.670 -0.6760
C -0.286 1.771 4.807 -1.1150
H -3.719 1.098 3.733 0.3466
H -3.044 2.315 4.836 0.3105
H -2.528 2.268 3.124 0.4014
H -0.660 2.409 5.609 0.4439
H -0.067 2.366 3.920 0.3218
H 0.620 1.264 5.136 0.3204
C -4.943 5.016 6.473 -0.9336
S -6.293 4.282 5.538 0.4570
O -5.727 3.151 4.760 -0.5456
C -6.506 5.659 4.400 -0.9217
H -4.622 4.296 7.224 0.3116
H -4.111 5.242 5.805 0.2787
H -5.292 5.923 6.965 0.3895
H -5.574 5.845 3.866 0.2953
H -6.807 6.547 4.957 0.3619
H -7.287 5.394 3.690 0.3099
C 3.861 -9.607 0.794 -1.0275
S 4.156 -7.838 0.649 0.5383
O 2.891 -7.133 0.944 -0.5389
C 4.351 -7.835 -1.140 -0.9885
H 3.670 -9.834 1.842 0.3329
H 2.993 -9.889 0.197 0.2993
H 4.744 -10.150 0.460 0.3861
H 3.451 -8.234 -1.610 0.3410
H 5.219 -8.434 -1.413 0.4151
H 4.506 -6.807 -1.461 0.2736
```

* orbital gap: 7.3136 eV
* net charge: 0